# 1
# C8H9NOS

A 2-piece molecular cluster, C8H9NOS overall at a distorted geometry (ωB97M-V/def2-TZVPD, the Open Molecules 2025 dataset).

The spin multiplicity is 1. As for the LUMO energy (alpha / beta): -0.696 / -0.695 eV. For the HOMO energy (alpha / beta), the calculation gives -8.935 / -8.935 eV.

Bonds (Å) are listed after each position.
CARTESIAN COORDINATES (ANGSTROEM)
1 C -0.8012 -0.8488 -0.9384  C3 1.505, C5 1.503, H12 1.122, H17 1.108
2 C -1.0388 -0.5664 1.4707  C4 1.363, C5 1.431, H13 1.121
3 C -2.2952 -1.0232 -0.8788  C1 1.505, N9 1.255, H14 1.072
4 C -2.3952 -0.5495 1.3386  C2 1.363, N9 1.360, H15 1.113
5 C -0.1369 -0.8942 0.4093  C1 1.503, C2 1.431, C6 1.303
6 C 1.1433 -1.1163 0.5123  C5 1.303, S11 1.635
7 C 1.1945 1.9054 -0.9754  C8 1.323, H16 1.157, H18 1.066
8 C 2.0826 1.9825 0.0028  C7 1.323, H19 1.091, H20 1.081
9 N -2.9898 -0.8422 0.1512  C3 1.255, C4 1.360
10 O 3.7231 -0.8407 0.4339  S11 1.447
11 S 2.6349 -1.7747 0.6308  C6 1.635, O10 1.447
12 H -0.5512 -1.6429 -1.6905  C1 1.122
13 H -0.5424 -0.4983 2.4740  C2 1.121
14 H -2.7670 -1.1171 -1.8365  C3 1.072
15 H -3.1327 -0.0624 2.0154  C4 1.113
16 H 1.3021 2.5067 -1.9584  C7 1.157
17 H -0.7803 0.1276 -1.4616  C1 1.108
18 H 0.2608 1.4300 -0.7776  C7 1.066
19 H 1.9907 1.4898 0.9719  C8 1.091
20 H 3.0989 2.3348 0.1064  C8 1.081

---

# 2
# C8H9NS

One molecule with the formula C8H9NS at a distorted geometry (ωB97M-V/def2-TZVPD, the Open Molecules 2025 dataset).

The spin multiplicity is 3. As for the LUMO energy (alpha / beta): 0.850 / -1.622 eV. For the HOMO energy (alpha / beta), the calculation gives -8.231 / -8.702 eV.

Bonds (Å) are listed after each position.
CARTESIAN COORDINATES (ANGSTROEM)
1 C -2.9390 -1.2938 -0.8739  C2 1.372, C3 1.391, H11 1.122
2 C -3.5533 -0.8022 -1.9977  C1 1.372, S10 1.757, H12 1.027
3 C -1.6814 -0.7283 -0.6942  C1 1.391, C4 1.381, C6 1.534
4 C -1.3936 0.1923 -1.6830  C3 1.381, S10 1.708
5 C 1.2685 0.7234 0.7842  C7 1.396, C8 1.567, N9 1.304
6 C -0.7972 -0.8079 0.5564  C3 1.534, C7 1.497, H13 1.160, H14 1.185
7 C 0.5042 -0.2243 0.1011  C5 1.396, C6 1.497, H15 1.023
8 C 2.5942 1.2465 0.1323  C5 1.567, H16 1.191, H17 1.073, H18 1.167
9 N 0.8731 1.2483 1.9107  C5 1.304, H19 1.085
10 S -2.5794 0.3466 -2.9028  C2 1.757, C4 1.708
11 H -3.4475 -1.9018 -0.0801  C1 1.122
12 H -4.4288 -1.0528 -2.4718  C2 1.027
13 H -1.1521 -0.0089 1.3180  C6 1.160
14 H -0.5086 -1.8239 1.0926  C6 1.185
15 H 0.9219 -0.6958 -0.7045  C7 1.023
16 H 3.5072 1.1698 0.8940  C8 1.191
17 H 2.4592 2.2719 -0.1547  C8 1.073
18 H 2.9125 0.7634 -0.8812  C8 1.167
19 H 1.5016 2.0406 2.3027  N9 1.085

---

How do the records compare in relative energy (zero: lowest compared OMol25 entry of this formula, charge and spin)? In the order shown, they have 564.84; 33.69 kJ/mol.
How do the records compare in electronic energy? In the order shown, they have -22809.391; -20761.613 eV.